(1)
{"formula": "C5H7N", "method": "ωB97M-V/def2-TZVPD", "species": ["C", "C", "C", "C", "C", "N", "H", "H", "H", "H", "H", "H", "H"], "positions_angstrom": [[-0.778, 1.428, 0.203], [-0.479, -1.287, 1.383], [-0.557, -1.001, 0.088], [-0.278, 0.308, -0.581], [1.193, 0.583, -0.865], [-1.120, 2.390, 0.713], [-0.229, -0.687, 2.147], [-0.740, -2.210, 1.893], [-0.905, -1.783, -0.673], [-0.732, 0.423, -1.657], [1.667, -0.311, -1.413], [1.597, 0.645, 0.098], [1.362, 1.501, -1.338]], "total_energy_ha": -249.40932, "smiles": "C=C[C@H](C)C#N", "mol_weight_g_mol": 81.118, "orbital_gap_ev": 11.21, "e_lumo_ev": 0.82}


(2)
{"formula": "C5H7N", "method": "ωB97M-V/def2-TZVPD", "species": ["C", "C", "C", "C", "C", "N", "H", "H", "H", "H", "H", "H", "H"], "positions_angstrom": [[0.475, -1.708, -0.782], [0.118, -0.473, -0.865], [1.479, 1.165, 0.598], [0.081, 1.845, 0.459], [0.584, 0.467, 0.004], [0.601, -2.887, -0.620], [-0.563, -0.121, -1.644], [-2.462, -0.203, 0.682], [2.298, 1.091, 1.261], [-3.271, -0.390, 0.805], [-0.555, 1.832, 1.326], [-0.070, 2.807, -0.215], [1.286, -3.426, -1.010]], "total_energy_ha": -249.26952, "mol_weight_g_mol": 81.118, "orbital_gap_ev": 9.15, "e_lumo_ev": 0.83}


(3)
{"formula": "C5H7N", "method": "ωB97M-V/def2-TZVPD", "species": ["C", "C", "C", "C", "C", "N", "H", "H", "H", "H", "H", "H", "H"], "positions_angstrom": [[-0.581, -1.114, 0.678], [-0.699, -1.310, -0.599], [2.158, -0.092, -0.098], [-0.116, 0.243, 0.229], [-1.181, 1.298, -0.040], [1.118, 0.575, 0.185], [-1.043, -1.584, 1.637], [-0.524, -1.923, -1.438], [3.150, 0.371, 0.135], [2.076, -1.159, -0.344], [-1.665, 1.055, -1.052], [-0.592, 2.343, 0.020], [-2.101, 1.297, 0.688]], "total_energy_ha": -249.27973, "smiles": "C=NC1(C)C=C1", "mol_weight_g_mol": 81.118, "orbital_gap_ev": 8.66, "e_lumo_ev": 0.77}


(4)
{"formula": "C5H7N", "method": "ωB97M-V/def2-TZVPD", "species": ["C", "C", "C", "C", "C", "N", "H", "H", "H", "H", "H", "H", "H"], "positions_angstrom": [[-0.418, 0.270, 0.021], [1.649, -0.525, -0.031], [0.186, -0.915, -0.013], [1.643, 1.032, 0.046], [-1.901, 0.575, -0.037], [0.392, 1.341, -0.026], [2.346, -1.008, 0.737], [2.319, -0.810, -1.016], [-0.310, -1.785, 0.122], [2.419, 1.713, -0.024], [-2.275, 0.953, -0.990], [-2.200, 1.251, 0.661], [-2.290, -0.365, 0.289]], "total_energy_ha": -249.40250, "smiles": "CC1=CCC=N1", "mol_weight_g_mol": 81.118, "orbital_gap_ev": 9.89, "e_lumo_ev": 0.89}


(5)
{"formula": "C5H7N", "method": "ωB97M-V/def2-TZVPD", "species": ["C", "C", "C", "C", "C", "H", "H", "H", "H", "H", "H", "H", "N"], "positions_angstrom": [[-0.931, -0.378, 0.335], [-0.315, 0.907, 0.150], [0.977, 1.086, -0.141], [2.067, 0.155, -0.138], [2.897, -0.710, -0.094], [-2.022, -0.490, -1.282], [-2.879, -1.015, -0.098], [-0.298, -1.261, 0.139], [-1.154, -0.566, 1.384], [-0.968, 1.818, 0.218], [1.329, 2.189, -0.128], [3.548, -1.499, -0.016], [-2.251, -0.238, -0.331]], "total_energy_ha": -249.36201, "smiles": "C#C/C=C\\CN", "mol_weight_g_mol": 81.118, "orbital_gap_ev": 9.97, "e_lumo_ev": 0.95}


(6)
{"formula": "C5H7N", "method": "ωB97M-V/def2-TZVPD", "species": ["C", "C", "C", "C", "C", "H", "H", "H", "H", "H", "H", "H", "N"], "positions_angstrom": [[-1.212, 0.100, 0.575], [-0.216, -0.978, 1.054], [0.721, -1.159, 0.138], [0.638, -0.074, -0.920], [0.685, 1.273, -0.411], [-1.348, 0.883, 1.332], [-2.168, -0.342, 0.330], [-0.278, -1.573, 2.004], [1.472, -1.946, 0.174], [0.884, -0.315, -1.902], [1.132, 1.456, 0.585], [0.918, 2.161, -1.065], [-0.615, 0.672, -0.582]], "total_energy_ha": -249.39714, "smiles": "C1=C[C@@H]2CN2C1", "mol_weight_g_mol": 81.118, "orbital_gap_ev": 10.05, "e_lumo_ev": 1.21}